Entry 1:
{
  "formula": "C28H35FeN3O",
  "method": "ωB97M-V/def2-TZVPD",
  "e_homo_ha": [0.0188, -0.1428],
  "e_above_lowest_kj_mol": 102.09,
  "charge": -1,
  "multiplicity": 6,
  "species": ["Fe", "N", "N", "C", "C", "C", "C", "H", "H", "H", "C", "C", "H", "H", "H", "C", "C", "H", "H", "H", "C", "H", "H", "H", "C", "H", "H", "H", "C", "H", "C", "H", "C", "H", "C", "H", "C", "C", "H", "C", "C", "H", "C", "H", "N", "C", "C", "C", "H", "C", "C", "H", "H", "H", "C", "H", "C", "C", "H", "H", "H", "C", "H", "H", "H", "O", "H", "H"],
  "xyz": [[0.159430, -0.136864, -0.089182], [-1.243656, -1.907969, 2.077180], [-0.320737, -2.066090, -1.256468], [1.218479, 1.659844, -0.494508], [2.114655, 0.564739, -0.166323], [1.800883, 0.121279, 1.176548], [2.490846, -0.947662, 1.954267], [3.055334, -1.611393, 1.289976], [1.761746, -1.553733, 2.509115], [3.199049, -0.530846, 2.687631], [0.716592, 0.928819, 1.669916], [0.147992, 0.890144, 3.049121], [0.756018, 1.495069, 3.744416], [0.105839, -0.138228, 3.433098], [-0.874978, 1.295842, 3.069430], [0.370641, 1.886652, 0.645303], [-0.584684, 3.025206, 0.808377], [-1.390571, 2.789066, 1.520802], [-1.040552, 3.314387, -0.150982], [-0.059064, 3.914894, 1.198615], [3.168327, -0.033332, -1.039004], [4.144859, -0.086180, -0.527471], [3.295835, 0.545588, -1.965274], [2.901653, -1.069358, -1.322987], [1.176347, 2.480178, -1.740225], [0.134540, 2.649055, -2.055636], [1.694059, 1.981590, -2.567721], [1.639714, 3.469847, -1.587834], [-2.099026, -2.362359, 3.001487], [-2.270973, -1.713729, 3.867251], [-2.753410, -3.591287, 2.883399], [-3.464683, -3.902457, 3.649023], [-2.469890, -4.406823, 1.792108], [-2.955042, -5.371436, 1.654715], [-1.526440, -3.968266, 0.860603], [-1.237035, -4.579774, 0.003060], [-0.945699, -2.696642, 1.043194], [0.076433, -2.145618, 0.114338], [1.039238, -2.671717, 0.252809], [-0.240227, -0.774867, -1.778027], [-0.524803, -2.985899, -2.259360], [-0.603932, -4.037032, -2.065905], [-0.646625, -2.286286, -3.399414], [-0.848948, -2.605597, -4.398567], [-0.473091, -0.935510, -3.090535], [-0.435456, 0.166122, -4.026155], [0.779661, 0.479125, -4.652256], [0.825141, 1.610133, -5.476915], [1.759567, 1.863271, -5.969624], [-0.299277, 2.412323, -5.671908], [-0.243595, 3.605711, -6.580223], [-0.279185, 4.547451, -6.014585], [-1.095911, 3.602963, -7.271129], [0.678610, 3.593433, -7.169964], [-1.481130, 2.100136, -4.994486], [-2.361472, 2.729034, -5.119018], [-1.565732, 0.982755, -4.153130], [-2.839789, 0.654316, -3.435319], [-3.275862, -0.296137, -3.780021], [-3.577327, 1.443126, -3.627971], [-2.691533, 0.587925, -2.348172], [2.008455, -0.359999, -4.456761], [2.124508, -1.112049, -5.254435], [1.993508, -0.889384, -3.495697], [2.899627, 0.284745, -4.481880], [-2.564290, 0.221909, 0.323291], [-2.608032, 1.180088, 0.105932], [-2.489430, 0.210262, 1.297669]],
  "atomic_forces_ev_per_a": [[-2.4688, 0.0990, 2.0982], [1.4512, 1.4631, -1.0434], [0.3935, 0.5997, -1.9874], [1.0598, 0.5597, 1.4514], [0.1079, 1.0306, 0.6535], [0.3647, 1.6554, 0.1670], [0.0358, -0.2487, 0.1302], [-0.0977, 0.0327, 0.1188], [0.1121, 0.0557, -0.1771], [-0.1199, -0.0096, -0.1692], [0.9689, 0.9626, -0.2080], [-0.0616, -0.0848, 0.3249], [-0.1419, -0.0830, -0.1585], [-0.0934, 0.2538, -0.1920], [0.2439, -0.1690, 0.0462], [1.1919, -0.1812, 0.3019], [-0.1763, 0.1399, -0.0108], [0.2076, 0.0765, -0.2145], [0.0573, -0.0473, 0.2194], [-0.2011, -0.1994, -0.1084], [0.2326, -0.3356, -0.2059], [-0.2679, 0.0956, -0.1781], [0.0123, -0.1595, 0.2684], [0.1662, 0.3259, 0.0388], [-0.0619, 0.0386, -0.1637], [0.2537, -0.0280, -0.0673], [-0.1032, 0.1422, 0.1169], [-0.0890, -0.2414, -0.0848], [-1.7509, -1.2607, 1.6168], [-0.0623, -0.1869, -0.1466], [0.3130, 0.5559, 0.1909], [0.1020, 0.0489, -0.0960], [-1.5435, -1.1343, 0.9128], [-0.0450, 0.1278, 0.1599], [1.7091, 1.5937, -1.0907], [-0.0242, 0.1163, 0.2597], [-0.6413, -1.4962, -0.2093], [0.6479, -1.2276, 1.1605], [-0.3066, 0.0757, -0.4303], [-1.1237, -2.6376, -2.2428], [-0.2734, 0.2909, 0.3312], [-0.0082, -0.1133, 0.0033], [-0.0047, 0.1310, -0.6829], [-0.0302, -0.1017, -0.3090], [-0.0843, 0.1904, -0.6493], [0.3355, -0.0415, 0.4488], [-0.5074, 0.1104, -0.1829], [-0.4302, -0.1982, 0.1501], [-0.0519, -0.0003, 0.0106], [0.0202, -0.2306, 0.2951], [0.0063, 0.2115, -0.1587], [0.0211, -0.2083, -0.1121], [0.1736, 0.0440, 0.0978], [-0.1564, 0.0822, 0.0618], [0.2108, -0.4518, 0.1852], [0.1361, -0.0636, 0.0016], [0.2699, 0.1051, -0.4896], [-0.3989, 0.1351, 0.1612], [0.2345, 0.2094, 0.1829], [0.0996, -0.1650, 0.0509], [0.0073, -0.1467, -0.2891], [0.3589, -0.1435, 0.0663], [-0.1123, 0.2176, 0.2163], [-0.0129, 0.1601, -0.2899], [-0.2062, -0.2223, 0.0100], [-0.1071, 1.2951, 0.0824], [0.0474, -0.8708, 0.1916], [0.2114, -0.5434, -0.4351]]
}

---

Entry 2:
{
  "formula": "C28H35FeN3O4P2",
  "method": "ωB97M-V/def2-TZVPD",
  "e_homo_ha": [-0.3348, -0.4050],
  "e_above_lowest_kj_mol": 60.40,
  "charge": 1,
  "multiplicity": 6,
  "species": ["C", "C", "C", "C", "C", "C", "C", "C", "C", "C", "C", "C", "C", "H", "H", "H", "H", "H", "H", "H", "N", "Fe", "C", "H", "H", "C", "H", "H", "P", "P", "C", "H", "H", "H", "C", "H", "H", "H", "C", "H", "H", "H", "C", "H", "H", "H", "C", "O", "H", "C", "C", "C", "C", "C", "C", "O", "N", "C", "O", "N", "C", "O", "H", "H", "H", "H", "H", "H", "H", "H", "H", "H", "H"],
  "xyz": [[-1.784728, 2.799616, -3.627697], [-1.481545, 1.466142, -3.309813], [-0.107289, 1.064590, -3.589517], [0.909114, 2.086666, -3.361412], [0.534909, 3.444882, -3.375911], [-0.770159, 3.766015, -3.722807], [2.270687, 1.687147, -3.280450], [2.559182, 0.294812, -3.184890], [1.455486, -0.643570, -3.438756], [1.688387, -2.017272, -3.038013], [3.009832, -2.461068, -3.141413], [4.078736, -1.549738, -3.197003], [3.875204, -0.197852, -3.019257], [-2.822093, 3.115283, -3.697758], [1.350807, 4.168474, -3.282107], [-1.022541, 4.795262, -3.961522], [2.882263, 2.295075, -2.523233], [3.204782, -3.536898, -3.051743], [5.093203, -1.931697, -3.233876], [4.672945, 0.525884, -2.886868], [0.286458, -0.189626, -4.015040], [0.427395, 0.073836, 0.500371], [-2.393477, 0.565545, -2.535473], [-2.319470, -0.476039, -2.848037], [-3.449613, 0.905128, -2.480854], [0.581188, -2.826042, -2.409887], [-0.341868, -2.754406, -3.002856], [0.865113, -3.881041, -2.217769], [-1.694741, 0.558723, -0.677111], [0.137913, -1.982717, -0.720226], [1.276227, -2.938079, 0.358547], [0.926823, -2.818879, 1.394766], [1.282604, -4.003225, 0.084438], [2.280159, -2.491085, 0.289122], [-1.389814, -2.971314, -0.465626], [-1.140054, -4.045874, -0.437500], [-1.846332, -2.679894, 0.490850], [-2.093473, -2.769497, -1.286396], [-1.933725, 2.307442, -0.189960], [-2.757567, 2.795748, -0.735941], [-2.159479, 2.325058, 0.884592], [-1.003607, 2.874140, -0.337358], [-3.182877, -0.155598, 0.078127], [-2.975906, -0.279202, 1.147672], [-4.036726, 0.523292, -0.066289], [-3.409972, -1.126764, -0.386010], [-0.470247, -0.479845, 1.914225], [-0.834182, -0.837828, 2.990154], [0.355562, 0.231146, -0.936846], [1.464456, 2.316925, 4.052490], [2.843465, 2.304906, 3.404575], [2.955573, 2.957161, 1.999963], [2.903879, 4.502947, 2.103875], [1.599172, 5.126691, 2.576978], [4.306714, 2.593243, 1.392485], [5.321956, 3.265331, 1.297499], [4.306337, 1.274517, 0.969149], [3.247518, 0.424640, 0.678219], [3.413567, -0.728492, 0.283434], [2.009033, 1.013870, 0.794996], [1.955069, 2.387104, 1.023631], [1.066812, 3.056548, 0.484269], [1.269527, 3.229928, 4.657718], [1.384062, 1.440405, 4.727314], [0.642083, 2.206603, 3.319037], [3.524689, 2.775000, 4.131484], [3.201570, 1.269346, 3.334979], [3.720308, 4.883453, 2.764147], [3.137444, 4.934735, 1.124956], [1.424078, 5.004998, 3.655848], [1.674857, 6.201746, 2.383322], [0.747680, 4.694452, 2.038118], [5.214756, 0.949090, 0.765076]],
  "atomic_forces_ev_per_a": [[0.4264, 0.3395, 0.6729], [1.4723, -0.1025, -1.0506], [-0.0956, 1.1543, 0.5011], [-1.3537, 0.1426, -0.9673], [0.4578, -0.7933, -0.4461], [-0.5162, 0.1119, 0.3704], [0.6799, 0.4266, 2.6648], [-0.2419, -1.4209, -1.0275], [1.5372, -0.0642, 0.5287], [0.0662, 1.1127, -1.0189], [0.2323, 0.1379, 0.7093], [0.1821, -0.9548, 0.5149], [-1.3724, 0.4665, -0.4793], [0.0759, -0.0629, 0.0944], [-0.5424, -0.0312, -0.0985], [-0.0651, -0.1667, 0.0902], [-0.5219, -0.4228, -1.7018], [0.0308, 0.4721, -0.0183], [-0.1065, -0.0428, -0.0141], [0.0606, -0.2296, -0.1055], [-0.6478, -0.2542, 2.4587], [-0.1471, 0.3246, -2.6979], [1.2624, -0.1086, 0.5339], [-0.1602, -0.0717, -0.2034], [0.7209, -0.1905, 0.1490], [0.0775, 1.3688, -0.1989], [0.1906, -0.1487, 0.0448], [-0.2498, 0.6826, 0.0308], [-1.9556, 2.0532, -0.8545], [1.0739, -3.4525, -0.2899], [0.2246, 0.1865, 0.1913], [0.1596, -0.2103, -0.1896], [-0.0041, 0.3411, 0.1118], [-0.3400, -0.3464, 0.0065], [-0.3373, 0.3951, 0.3078], [-0.0699, 0.4948, -0.1088], [-0.0268, -0.2561, -0.2651], [0.0911, -0.1793, 0.3017], [0.3113, 0.3615, -0.0470], [0.2554, -0.3251, 0.1406], [0.0305, -0.0065, -0.1720], [-0.3424, -0.1343, -0.0556], [-0.0555, -0.5703, 0.2950], [-0.4141, -0.1089, -0.1656], [0.3333, -0.1936, 0.0424], [-0.0374, 0.3125, 0.3454], [-2.7246, -2.7325, 8.0642], [1.5064, 1.7879, -5.5614], [0.0229, 0.4102, -1.6707], [-0.7922, -0.2766, 0.4112], [0.3205, -0.5766, 0.3143], [0.8576, 1.9005, 0.3532], [0.3399, 0.4198, 0.0448], [-0.2864, -0.0208, 0.2730], [0.8809, 0.2819, 0.2176], [-1.6812, -0.7795, 0.3641], [-0.0240, -0.4076, -0.2359], [0.3793, -0.3624, -0.1402], [-0.1770, 1.3023, 0.5731], [0.7487, 0.4039, 0.0452], [-1.8535, 0.9384, -0.4675], [1.1895, -1.2016, 0.8108], [0.1252, -0.7223, -0.5330], [0.0271, 0.5461, -0.2343], [0.3012, 0.1665, 0.2461], [0.0706, 0.1295, -0.6601], [-0.1785, 0.1044, -0.0475], [-0.4079, -0.7021, -0.4604], [-0.0254, -0.2348, -0.0075], [0.1307, 0.0668, -0.3754], [-0.2775, -0.1682, 0.0207], [0.1561, 0.4011, 0.1698], [1.0229, -0.7103, -0.4442]]
}

---

Entry 3:
{
  "formula": "C28H35GdN3O",
  "method": "ωB97M-V/def2-TZVPD",
  "e_homo_ha": [-0.0887, -0.0801],
  "e_above_lowest_kj_mol": 0.00,
  "charge": -1,
  "multiplicity": 8,
  "species": ["Gd", "N", "N", "C", "C", "C", "C", "H", "H", "H", "C", "C", "H", "H", "H", "C", "C", "H", "H", "H", "C", "H", "H", "H", "C", "H", "H", "H", "C", "H", "C", "H", "C", "H", "C", "H", "C", "C", "H", "C", "C", "H", "C", "H", "N", "C", "C", "C", "H", "C", "C", "H", "H", "H", "C", "H", "C", "C", "H", "H", "H", "C", "H", "H", "H", "O", "H", "H"],
  "xyz": [[-0.259723, 1.314295, 0.070738], [1.290669, 3.589642, 2.508682], [0.726679, 1.409323, -2.287346], [-2.328188, -0.549960, 0.757317], [-2.517195, 0.046029, -0.530828], [-2.748450, 1.452729, -0.335914], [-2.895108, 2.468066, -1.414642], [-3.074944, 1.979713, -2.379481], [-1.991335, 3.096014, -1.522189], [-3.738898, 3.140668, -1.205225], [-2.761330, 1.700508, 1.075064], [-3.065476, 2.990181, 1.751532], [-4.031920, 2.931991, 2.274362], [-3.125987, 3.825250, 1.043024], [-2.302580, 3.236366, 2.505584], [-2.497812, 0.467513, 1.743987], [-2.696422, 0.242550, 3.198237], [-2.147125, 0.968134, 3.819836], [-2.410829, -0.778590, 3.481935], [-3.764999, 0.347426, 3.438041], [-2.712507, -0.669173, -1.821247], [-3.700744, -0.446111, -2.258033], [-2.642389, -1.752571, -1.678329], [-1.963842, -0.396398, -2.578136], [-2.262528, -2.009984, 1.036380], [-1.716141, -2.225828, 1.966360], [-1.766054, -2.570671, 0.228991], [-3.278482, -2.424298, 1.154291], [2.460134, 3.772359, 3.108356], [2.469194, 4.085443, 4.162239], [3.688623, 3.569528, 2.451079], [4.594231, 3.562180, 3.049165], [3.686618, 3.332012, 1.069621], [4.622008, 3.139132, 0.539327], [2.486993, 3.365571, 0.373004], [2.430845, 3.247521, -0.717663], [1.245509, 3.558537, 1.107430], [-0.011887, 3.484721, 0.495522], [-0.738028, 4.265065, 0.720580], [1.002116, 0.343428, -1.544882], [1.089807, 1.088367, -3.614850], [1.168000, 1.809636, -4.409823], [1.404652, -0.239008, -3.672852], [1.644035, -0.861380, -4.521429], [1.440942, -0.685839, -2.338172], [1.589037, -1.963151, -1.754500], [0.813721, -3.027326, -2.242450], [0.742477, -4.196190, -1.473182], [0.177502, -5.047655, -1.856729], [1.388216, -4.301841, -0.239440], [1.365438, -5.579836, 0.544983], [1.103047, -5.422665, 1.598860], [2.355988, -6.053607, 0.532389], [0.649603, -6.279216, 0.104954], [2.107985, -3.206748, 0.242608], [2.622170, -3.277788, 1.202876], [2.211556, -2.023555, -0.485357], [3.030669, -0.902336, 0.079547], [4.063590, -0.933364, -0.301610], [3.090274, -0.996092, 1.172174], [2.640885, 0.107113, -0.138156], [0.057861, -2.910651, -3.526290], [0.690590, -3.201531, -4.378871], [-0.311614, -1.895168, -3.718675], [-0.814006, -3.576708, -3.510805], [0.646899, 0.824010, 2.237916], [0.895209, 1.605074, 2.780364], [0.582771, 0.039143, 2.829750]],
  "atomic_forces_ev_per_a": [[-0.8179, 0.9938, 1.1907], [0.1399, 1.3673, 0.1320], [0.9361, -0.2637, -1.2036], [-0.5062, 1.0673, -0.3931], [-0.3934, 0.6631, 1.0001], [-0.5030, -1.0406, 0.9292], [-0.0784, 0.4067, -0.3256], [-0.0085, 0.1162, 0.1019], [-0.2649, -0.1094, -0.0110], [0.1499, -0.0642, -0.1243], [0.2081, -0.8761, -0.6349], [-0.0649, 0.3309, 0.3901], [0.0287, 0.0208, -0.0434], [0.1044, -0.1878, 0.1543], [-0.1665, 0.0610, -0.2558], [-0.2228, 0.2411, -1.4040], [0.1341, 0.0061, 0.3872], [-0.1068, -0.2346, -0.0880], [0.0461, 0.2346, 0.0840], [0.1545, 0.0128, 0.1072], [0.2436, -0.1920, -0.5458], [0.2287, -0.1064, 0.1372], [-0.0332, 0.0918, -0.0652], [-0.0799, -0.0427, 0.0147], [0.0913, -0.5301, 0.0276], [-0.0939, -0.0041, -0.2183], [-0.1000, 0.1471, 0.2332], [0.2285, -0.0458, -0.0004], [0.9710, -0.3225, -0.8472], [-0.1453, -0.4836, -0.1882], [-0.2838, 0.2876, 0.7414], [0.0570, 0.1582, -0.2051], [-0.5223, -0.2278, -0.3356], [-0.1753, 0.1010, 0.1287], [0.0064, -0.3546, 0.6371], [0.0253, 0.1456, 0.5348], [0.1727, -1.0018, 0.0356], [0.3239, 1.1342, -0.5595], [-0.2912, -0.5583, 0.5980], [0.4509, -0.6941, -1.3043], [-0.5279, -0.6868, 1.0230], [-0.4113, 0.0713, -0.0713], [0.8183, 0.2794, 0.4570], [0.2129, 0.0425, 0.1541], [-0.1516, 0.7078, -0.9665], [-0.9116, -0.0974, 0.5627], [0.5269, -0.0710, 0.6664], [0.3435, 0.0835, 0.0366], [0.0308, 0.1855, 0.1165], [0.0522, 0.2489, -0.2433], [-0.0058, -0.2768, 0.0895], [-0.0174, 0.0314, -0.2211], [-0.1741, 0.0230, -0.0145], [0.0718, -0.0081, 0.1384], [-0.0917, 0.0289, -0.3974], [-0.1657, 0.0201, -0.1596], [0.0452, -0.4495, -0.4025], [0.4915, 0.6578, 0.3472], [-0.2123, -0.0890, 0.0174], [0.0114, -0.0150, -0.2292], [0.2296, -0.7080, 0.1248], [-0.4294, -0.1835, -0.4201], [-0.1860, 0.0881, 0.1318], [0.1283, -0.3144, 0.1631], [0.2182, 0.0497, -0.0366], [0.3630, -1.0522, 1.2973], [-0.0963, 0.1805, -0.2743], [-0.0054, 1.0062, -0.7013]]
}

---

| no. | electronic energy (eV) |
| --- | --- |
| 1 | -70505.706 |
| 2 | -95219.238 |
| 3 | -56954.953 |